Below is a molecular structure, H14O7, with properties calculated with the ωB97M-V functional and the def2-TZVPD basis.

Computed properties:
E_HOMO in eV: -9.52
LUMO level in Eh: -0.015
ΔE to the lowest compared entry with this formula, charge and spin in kJ/mol: 589.1
DFT total energy in eV: -14555.356
Strongest force on any atom in eV Å⁻¹: 9.94
Orbital gap in hartree: 0.3355

```
! RIJCOSX wB97M-V def2-TZVPD def2/J DEFGRID3
* xyz 0 1
H 0.42945 -0.55096 0.35792
H 1.24173 -1.82849 0.22317
H 2.49159 -2.24013 -1.22874
H 3.25863 -0.97358 -1.57157
H -1.34707 1.60852 0.20689
H -1.58221 3.10820 0.28251
H 1.44223 -1.06445 3.61227
H 1.33894 -0.66360 2.14985
H -1.05095 -0.60817 -1.93792
H -0.63256 0.30672 -0.79863
H -3.20472 -1.09415 0.17585
H -4.29996 -1.19857 -0.87276
H 0.40172 3.38661 -0.52934
H 1.36303 2.51864 0.26599
O 0.41524 -1.42019 -0.05828
O 2.76398 -1.69535 -1.97574
O -0.93202 2.45408 0.00257
O 1.55337 -1.41078 2.71970
O -0.79365 -0.61996 -1.00913
O -4.09639 -1.43374 0.03951
O 1.23963 3.41936 -0.05413
*
```